No. 1
Formula: C56H62As2IrN3O3PS
Source: the OMol25 dataset
Level of theory: ωB97M-V with the def2-TZVPD basis set

## Properties
**Expectation value of S²**: 0.78
**Total charge**: +2
**Strongest force on any atom**: 0.2 eV Å⁻¹
**Multiplicity**: 2
**Energy above the lowest of the compared OMol25 structures with the same formula, charge and spin**: 0.0 kcal/mol
**Kohn-Sham gap (spin up / spin down)**: 0.272 / 0.190 hartree

Last column: Mulliken charge in e.
Geometry (Å):
Ir 0.215 -0.532 1.151  3.77
C -1.507 2.689 4.289  -1.72
C -0.645 3.443 3.312  1.11
C -0.214 4.690 3.708  -0.93
C 0.618 5.469 2.909  -1.18
C 1.068 4.978 1.690  -0.38
C 0.704 3.723 1.259  0.62
C 1.152 3.232 -0.062  0.62
C -0.183 2.919 2.043  0.05
N -0.597 1.692 1.593  1.32
C -1.981 1.520 1.837  -0.58
O -2.789 2.395 1.658  -0.62
C -2.379 0.199 2.382  -0.13
C -3.636 -0.007 2.913  -0.64
C -3.940 -1.255 3.444  -1.24
C -2.993 -2.260 3.365  -0.78
C -1.766 -1.975 2.786  -0.14
N -1.447 -0.757 2.367  1.74
C -0.758 -3.030 2.511  0.50
O -0.951 -4.143 2.969  -0.71
N 0.292 -2.644 1.732  1.15
C 1.239 -3.758 1.707  -1.20
C 1.100 -4.779 0.756  1.28
C -0.096 -4.871 -0.150  -1.13
C 2.031 -5.812 0.736  -0.46
C 3.044 -5.887 1.675  -1.27
C 3.041 -4.992 2.730  -1.13
C 2.101 -3.969 2.795  0.66
C 1.900 -3.280 4.112  -1.48
H -1.252 2.992 5.303  0.63
H -1.388 1.608 4.233  0.13
H -2.561 2.919 4.126  0.42
H -0.529 5.068 4.672  0.55
H 0.919 6.453 3.244  0.45
H 1.704 5.587 1.061  0.60
H 1.848 3.931 -0.522  0.79
H 0.289 3.119 -0.715  -1.32
H 1.638 2.264 0.043  -1.25
H -4.344 0.811 2.902  0.64
H -4.909 -1.442 3.886  0.51
H -3.166 -3.271 3.707  0.69
H -0.023 -4.234 -1.030  0.11
H -1.002 -4.622 0.400  0.27
H -0.198 -5.898 -0.499  0.55
H 1.924 -6.595 -0.005  0.59
H 3.770 -6.687 1.634  0.48
H 3.730 -5.123 3.555  0.51
H 1.151 -3.841 4.677  0.48
H 1.525 -2.268 4.013  -0.01
H 2.816 -3.264 4.701  0.42
C -0.600 0.831 -2.855  -1.63
C 0.837 0.956 -2.365  -1.25
As 1.605 -0.204 -0.964  1.45
C 3.427 0.488 -0.868  0.59
C 3.829 1.729 -1.348  -0.30
C 5.166 2.103 -1.283  -0.85
C 6.108 1.240 -0.744  -0.80
C 5.717 -0.016 -0.297  -0.71
C 4.386 -0.393 -0.369  -1.14
C 2.095 -1.738 -2.048  1.14
C 2.226 -2.972 -1.448  0.81
C 2.735 -4.057 -2.155  -0.71
C 3.118 -3.900 -3.474  -0.81
C 3.022 -2.649 -4.076  -1.08
C 2.531 -1.568 -3.366  -1.59
As -1.967 1.747 -1.764  0.57
C -1.580 3.606 -2.232  0.70
C -1.772 4.553 -1.228  -0.53
C -1.555 5.902 -1.480  -0.69
C -1.139 6.312 -2.737  -0.66
C -0.955 5.375 -3.746  -0.78
C -1.180 4.030 -3.496  -0.41
C -3.511 1.481 -2.932  0.80
C -4.762 1.716 -2.366  -0.66
C -5.919 1.590 -3.123  -0.79
C -5.835 1.217 -4.457  -0.63
C -4.593 0.985 -5.032  -0.70
C -3.437 1.122 -4.275  -0.31
H -0.899 -0.210 -2.990  0.02
H -0.612 1.294 -3.843  1.09
H 1.070 1.988 -2.124  0.42
H 1.494 0.704 -3.194  0.50
H 3.124 2.413 -1.798  0.38
H 5.471 3.067 -1.668  0.49
H 7.147 1.533 -0.697  0.43
H 6.453 -0.708 0.091  0.49
H 4.100 -1.392 -0.058  0.68
H 1.963 -3.073 -0.409  -0.13
H 2.840 -5.015 -1.664  0.43
H 3.514 -4.739 -4.030  0.43
H 3.351 -2.512 -5.097  0.44
H 2.534 -0.602 -3.850  0.45
H -2.108 4.235 -0.246  0.36
H -1.719 6.631 -0.697  0.50
H -0.971 7.361 -2.938  0.42
H -0.649 5.696 -4.733  0.46
H -1.062 3.319 -4.306  0.34
H -4.833 2.017 -1.324  0.43
H -6.884 1.789 -2.675  0.45
H -6.734 1.121 -5.051  0.42
H -4.523 0.709 -6.077  0.46
H -2.479 0.949 -4.751  0.29
O -1.286 -0.981 -0.356  -1.84
S -2.191 -2.236 -0.404  0.98
C -2.092 -2.852 -2.111  -0.86
C -3.265 -2.259 -2.880  0.15
C -4.426 -2.191 -1.891  -1.03
C -3.856 -1.556 -0.627  -0.18
H -2.158 -3.938 -2.033  0.61
H -1.097 -2.593 -2.477  0.12
H -3.503 -2.877 -3.745  0.53
H -3.024 -1.259 -3.237  -0.34
H -4.810 -3.192 -1.681  0.35
H -5.252 -1.588 -2.267  0.47
H -4.433 -1.737 0.278  0.63
H -3.697 -0.486 -0.758  -0.51
C 3.355 -1.085 2.604  -0.90
P 1.903 0.010 2.622  0.66
C 1.303 0.169 4.332  -1.61
C 2.793 1.588 2.459  -0.65
H 3.687 -1.261 3.626  0.57
H 4.146 -0.565 2.067  0.58
H 3.167 -2.037 2.120  -0.23
H 2.146 0.144 5.024  0.52
H 0.590 -0.605 4.608  0.28
H 0.819 1.141 4.420  0.34
H 3.591 1.540 3.204  0.74
H 2.182 2.456 2.681  0.14
H 3.255 1.684 1.476  -0.15


No. 2
Formula: C56H71N7O22
Source: the OMol25 dataset
Level of theory: ωB97M-V with the def2-TZVPD basis set

## Properties
**Strongest force on any atom**: 4.2 eV Å⁻¹
**Multiplicity**: 1
**Kohn-Sham gap**: 0.282 hartree

Last column: Mulliken charge in e.
Geometry (Å):
N -3.301 1.098 -3.767  0.29
C -3.081 0.212 -2.780  -0.48
C -4.321 -0.038 -2.139  -0.09
C -5.269 0.738 -2.861  -0.86
C -4.652 1.376 -3.858  -1.32
H -2.648 1.478 -4.440  0.23
H -2.139 -0.217 -2.591  0.06
H -4.605 -0.647 -1.306  1.01
H -6.301 0.849 -2.640  0.62
H -5.040 1.940 -4.680  0.47
N 4.812 0.322 5.229  0.08
C 4.616 -0.436 6.327  -0.53
C 4.502 -1.765 5.959  -1.06
C 4.464 -1.779 4.543  0.03
C 4.771 -0.467 4.095  -0.35
H 5.118 1.257 5.242  0.21
H 4.638 -0.058 7.308  0.46
H 4.443 -2.586 6.623  0.46
H 4.374 -2.588 3.861  0.52
H 4.802 -0.002 3.072  0.14
N 0.274 -0.600 4.398  0.17
C 0.711 0.618 4.818  -0.59
C -0.322 1.471 4.758  -0.77
C -1.539 0.741 4.304  -0.52
C -1.056 -0.530 4.143  -0.77
H 0.755 -1.484 4.315  0.32
H 1.745 0.832 5.023  0.34
H -0.382 2.481 5.056  0.56
H -2.576 1.024 4.138  0.55
H -1.679 -1.335 3.868  0.74
N 1.180 6.753 0.108  0.02
C 2.434 6.607 -0.463  -1.31
C 2.304 6.440 -1.818  0.14
C 0.906 6.538 -2.077  -0.44
C 0.257 6.694 -0.880  -0.87
H 1.089 6.661 1.134  0.32
H 3.340 6.630 0.062  0.55
H 3.122 6.392 -2.508  0.80
H 0.457 6.349 -3.060  0.35
H -0.788 6.812 -0.727  0.52
N -0.657 -4.253 1.271  1.02
C -0.402 -5.557 0.946  -0.52
C 0.582 -6.063 1.764  -1.03
C 0.962 -4.955 2.620  -0.37
C 0.143 -3.890 2.308  -0.85
H -1.147 -3.610 0.652  -0.05
H -0.863 -6.015 0.107  0.46
H 0.923 -7.064 1.694  0.48
H 1.735 -5.010 3.383  0.48
H 0.187 -2.830 2.578  0.25
C -4.180 -3.639 -3.229  -1.64
C -3.868 -4.304 -1.916  1.56
C -4.846 -5.341 -1.471  -0.27
O -4.162 -6.588 -1.717  -0.37
C -2.879 -6.378 -1.938  0.52
O -2.082 -7.260 -2.122  -0.62
O -2.603 -5.059 -1.948  -0.27
H -4.005 -4.342 -3.982  0.52
H -3.643 -2.732 -3.370  0.07
H -5.196 -3.377 -3.303  0.54
H -3.692 -3.602 -1.140  -0.40
H -5.726 -5.250 -2.078  0.35
H -5.244 -5.354 -0.455  0.06
C 2.285 4.187 2.905  -0.88
C 3.550 3.287 3.029  0.97
C 4.051 2.679 1.758  0.92
O 5.011 3.644 1.185  -0.50
C 5.359 4.429 2.201  0.53
O 6.248 5.210 2.159  -0.58
O 4.663 4.121 3.343  -0.47
H 2.315 4.793 1.995  -0.33
H 2.311 4.831 3.805  0.47
H 1.418 3.576 2.798  0.23
H 3.544 2.540 3.784  0.10
H 3.267 2.500 1.021  -0.67
H 4.654 1.764 1.895  -0.02
C 4.973 2.908 -1.874  -0.81
C 4.259 3.767 -2.926  0.33
C 4.602 3.390 -4.411  -0.60
O 3.237 3.323 -4.973  -0.45
C 2.313 3.326 -4.018  0.35
O 1.179 3.101 -4.191  -0.50
O 2.879 3.511 -2.844  0.25
H 4.549 1.939 -2.198  0.35
H 4.820 3.186 -0.797  -0.23
H 6.097 3.023 -1.989  0.35
H 4.387 4.844 -2.755  0.44
H 5.114 2.399 -4.493  0.21
H 5.078 4.152 -4.964  0.41
C 5.408 -3.750 0.835  -0.87
C 4.905 -3.158 -0.481  0.13
C 3.399 -3.244 -0.675  -0.33
O 2.942 -2.066 0.014  0.41
C 3.999 -1.169 -0.004  0.16
O 3.891 -0.026 0.399  -0.40
O 5.085 -1.753 -0.495  -0.34
H 6.400 -3.383 1.029  0.38
H 5.224 -4.825 0.808  0.40
H 4.715 -3.270 1.550  -0.14
H 5.499 -3.619 -1.316  0.42
H 2.920 -4.131 -0.268  0.37
H 3.093 -3.206 -1.790  0.02
C 0.277 2.702 -0.511  -1.59
C 0.647 1.292 -0.241  2.57
C 0.250 0.775 1.137  -0.98
O -0.507 -0.470 0.822  0.23
C -0.640 -0.595 -0.494  -0.28
O -1.239 -1.486 -1.027  -0.04
O -0.087 0.397 -1.145  0.19
H 0.676 3.320 0.270  0.22
H -0.796 2.804 -0.420  -0.03
H 0.731 3.073 -1.376  0.35
H 1.673 1.030 -0.452  -0.32
H -0.418 1.382 1.767  -0.11
H 1.096 0.399 1.728  0.19
C -4.069 -5.011 3.597  -1.04
C -4.778 -3.655 3.418  0.24
C -4.211 -2.720 2.379  0.18
O -4.874 -3.042 1.131  0.05
C -6.027 -3.716 1.469  0.26
O -6.858 -4.092 0.685  -0.56
O -6.057 -3.897 2.814  -0.41
H -3.129 -4.832 4.069  0.34
H -3.978 -5.264 2.535  0.12
H -4.662 -5.809 4.068  0.35
H -4.991 -3.102 4.336  0.45
H -3.167 -2.805 2.209  -0.12
H -4.563 -1.689 2.649  0.14
C -5.923 4.187 -1.450  -0.54
C -6.557 3.684 -0.392  -0.58
C -5.878 2.805 0.483  -0.81
C -4.595 2.454 0.124  0.06
C -3.923 2.987 -0.975  0.83
C -4.616 3.862 -1.793  -1.18
N -3.942 1.404 0.920  0.99
O -2.726 1.485 1.014  -0.47
O -4.590 0.463 1.391  -0.57
H -6.567 4.816 -2.048  0.36
H -7.579 3.839 -0.073  0.41
H -6.380 2.220 1.201  0.52
H -2.996 2.476 -1.243  0.24
H -4.184 4.229 -2.683  0.60
C -1.108 -1.716 -5.424  -0.61
C -0.611 -2.325 -4.252  -0.77
C 0.480 -1.776 -3.639  -0.77
C 0.993 -0.585 -4.086  0.69
C 0.583 0.099 -5.231  -0.83
C -0.515 -0.510 -5.888  -0.80
N 2.238 -0.220 -3.378  1.07
O 2.866 0.675 -3.969  -0.66
O 2.554 -0.786 -2.366  -0.68
H -1.811 -2.262 -6.046  0.45
H -1.052 -3.139 -3.793  0.82
H 0.881 -2.197 -2.826  0.82
H 1.172 0.906 -5.652  0.56
H -0.914 -0.202 -6.836  0.43